No. 1
C10H15BO4 | wB97M-V/def2-TZVPD

XYZ file:
```
30
Properties=species:S:1:pos:R:3:forces:R:3:lowdin_charge:R:1
C -1.4426 0.3777 2.4890 -0.254 0.131 0.263 -0.104
C -0.7208 1.7204 2.2836 0.062 -0.163 0.082 -0.137
B -0.0881 1.9421 0.8651 -0.266 0.103 0.266 -0.413
O 1.0014 2.7771 0.7097 0.112 -0.626 0.486 0.151
C -0.7096 1.2350 -0.4028 0.556 -0.300 -0.378 0.056
C -0.1813 0.2878 -1.2005 -0.168 0.405 0.084 -0.028
C 1.1936 -0.3247 -1.1212 0.028 -0.030 -0.164 -0.313
C 1.5572 -1.1734 -2.3532 0.051 0.041 0.387 -0.047
C 1.4196 -1.0857 0.1930 0.121 -0.430 -0.080 -0.195
C 0.6039 -2.3945 0.3087 -0.039 0.427 0.085 -0.063
C -1.2454 -0.0521 -2.2129 0.154 -0.235 0.065 -0.367
O -1.4648 -1.0806 -2.7762 0.236 0.561 -0.188 0.174
O -2.1026 1.0403 -2.2604 -0.630 -0.614 0.514 0.132
C -2.0696 1.5277 -0.9423 -0.124 -0.049 -0.058 -0.373
O -3.0330 1.9760 -0.4069 0.386 0.280 -0.258 0.188
H -0.7414 -0.4443 2.6506 0.002 0.030 -0.171 0.061
H -2.0707 0.4271 3.3830 0.070 -0.060 -0.057 0.074
H -2.1086 0.1230 1.6618 0.103 0.002 -0.020 0.072
H 0.0837 1.8110 3.0226 -0.066 0.138 -0.021 0.107
H -1.4215 2.5310 2.5156 0.045 0.092 -0.157 0.117
H 1.7709 2.3231 0.3475 -0.096 0.388 -0.482 0.103
H 1.8954 0.5218 -1.1353 -0.108 -0.004 0.124 0.140
H 2.5052 -1.6801 -2.1545 -0.002 0.099 -0.122 0.087
H 1.6761 -0.5310 -3.2281 -0.072 -0.161 -0.018 0.091
H 0.8072 -1.9337 -2.5571 0.026 0.068 -0.097 0.069
H 1.2191 -0.4494 1.0606 -0.025 0.098 -0.101 0.097
H 2.4874 -1.3242 0.2334 -0.067 0.064 0.043 0.111
H 0.0210 -2.5815 -0.5949 0.073 -0.093 0.031 0.071
H 1.2655 -3.2414 0.4890 -0.156 -0.041 -0.033 0.075
H -0.1073 -2.3243 1.1332 0.045 -0.122 -0.026 0.063
```
Forces are in eV/Å.

## Properties
**SMILES**: CCB(O)C1=C([C@H](C)CC)C(=O)OC1=O
**Largest force on an atom**: 1.0 eV Å⁻¹
**HOMO level**: -10.476 eV
**Calculated total energy**: -19480.7610 eV

---

No. 2
C10H15BrMg | wB97M-V/def2-TZVPD

XYZ file:
```
27
Properties=species:S:1:pos:R:3:forces:R:3:lowdin_charge:R:1
Mg -0.2330 -0.0463 -1.8170 0.417 0.328 0.068 0.495
C -0.3613 1.1485 0.1620 -0.432 -0.164 -0.087 -0.289
C 0.9578 0.6526 0.1118 0.084 0.149 0.039 -0.297
C 0.9061 -0.7628 0.0668 0.017 -0.156 0.021 -0.296
C -0.4533 -1.1577 0.0918 -0.206 -0.190 0.064 -0.309
C -1.2578 0.0301 0.1381 0.127 -0.010 0.280 -0.314
C -2.7018 0.0655 0.5305 -0.170 0.174 -0.109 -0.043
C -0.9855 -2.5512 0.2482 0.130 -0.168 0.039 -0.042
C 2.0931 -1.6799 -0.0242 0.020 -0.013 -0.005 -0.027
C 2.2190 1.4606 0.0429 0.016 0.008 -0.009 -0.047
C -0.8282 2.5704 0.2637 0.096 0.098 0.038 -0.033
H -2.8022 0.1224 1.6186 0.000 -0.010 -0.008 0.092
H -3.2420 -0.8213 0.2013 -0.003 -0.015 -0.009 0.068
H -3.2176 0.9334 0.1157 0.003 0.003 0.021 0.076
H -0.9497 -2.8656 1.2957 -0.010 0.005 -0.009 0.091
H -0.4090 -3.2817 -0.3226 0.003 0.017 0.016 0.078
H -2.0236 -2.6277 -0.0738 0.004 -0.003 -0.017 0.068
H 2.2967 -2.0148 -1.0456 -0.006 0.010 0.011 0.082
H 1.9562 -2.5705 0.5911 -0.019 0.004 0.005 0.079
H 2.9928 -1.1748 0.3247 0.010 0.007 0.019 0.077
H 2.8188 1.3410 0.9480 -0.012 -0.012 0.015 0.085
H 2.0081 2.5224 -0.0743 -0.012 -0.002 0.010 0.070
H 2.8325 1.1608 -0.8076 0.024 -0.001 -0.006 0.060
H -1.3155 2.7549 1.2240 0.008 0.002 0.022 0.085
H -1.5502 2.8272 -0.5149 0.003 -0.008 0.018 0.080
H 0.0002 3.2715 0.1792 0.011 0.009 -0.011 0.069
Br 1.2494 0.6931 -3.4742 -0.100 -0.063 -0.418 0.040
```
Forces are in eV/Å.

## Properties
**Largest force on an atom**: 0.5 eV Å⁻¹
**HOMO level**: -8.145 eV
**Calculated total energy**: -86103.0406 eV

---

No. 3
C10H15ClN2O3 | wB97M-V/def2-TZVPD

XYZ file:
```
31
Properties=species:S:1:pos:R:3:forces:R:3:lowdin_charge:R:1
C -0.0294 -2.6639 0.8183 2.902 -1.098 -1.288 -0.358
C 1.4464 -2.9131 0.3872 -1.349 -0.194 0.160 -0.180
O 1.8968 -2.0368 -0.7171 -0.772 -0.161 0.375 -0.115
O 3.1350 -1.4873 -0.3174 0.219 0.993 -0.219 0.043
C 3.1237 -0.1375 -0.2538 0.100 -0.167 -0.192 -0.402
O 4.1785 0.4228 -0.2308 0.337 0.382 0.207 0.156
C 1.8716 0.7411 -0.1731 -0.911 -0.191 0.302 -0.015
C 1.9150 1.8182 0.7478 -0.021 -0.210 -0.187 0.049
C 0.8484 2.6710 0.8270 0.222 0.793 0.595 -0.014
N -0.2388 2.5258 0.0447 0.151 -0.278 -0.104 0.148
C -0.3383 1.5188 -0.8124 -0.277 -1.112 -1.792 -0.162
C -1.5803 1.3207 -1.7073 0.440 -0.523 0.455 -0.172
N -2.3224 0.2071 -1.1317 -0.562 0.958 0.244 -0.094
C -2.9418 0.6277 0.1599 0.548 -0.523 0.121 -0.089
C 0.7102 0.6009 -0.9461 0.890 -0.017 0.499 0.090
H -0.1988 -1.6004 1.0031 0.116 -0.343 -0.110 -0.009
H -0.7479 -3.0784 0.0952 0.305 0.336 0.176 0.061
H -0.2186 -3.2232 1.8123 1.112 0.670 -2.005 -0.093
H 2.1014 -2.6925 1.2407 -0.060 -0.278 -0.384 0.118
H 1.5206 -3.9532 0.0287 0.481 0.388 0.220 0.112
H 2.7591 2.0164 1.4064 -0.104 -0.286 -0.332 0.142
H 0.8358 3.5303 1.5009 -0.001 -0.384 -0.202 0.148
H -1.0100 3.1843 0.0899 0.127 -0.039 0.164 0.178
H -1.2101 0.9854 -2.6905 -0.156 0.515 0.247 0.133
H -2.1870 2.2462 -1.7825 0.402 -0.095 -0.071 0.123
H -3.0450 -0.0813 -1.7822 0.165 -0.019 0.026 0.109
H -4.0153 0.3894 0.1845 0.486 -0.021 0.117 0.092
H -2.8230 1.7194 0.3369 -0.246 -0.424 -0.186 0.063
H -2.3960 0.0882 0.9548 -0.593 0.181 -0.005 0.058
H 0.6671 -0.2318 -1.6478 -0.371 0.328 0.230 0.144
Cl -1.7069 -2.5144 2.5546 -3.580 0.820 2.938 -0.262
```
Forces are in eV/Å.

## Properties
**Largest force on an atom**: 4.7 eV Å⁻¹
**HOMO level**: -5.741 eV
**Calculated total energy**: -32252.0192 eV

---

No. 4
C10H15HgO3PS | wB97M-V/def2-TZVPD

XYZ file:
```
31
Properties=species:S:1:pos:R:3:forces:R:3:lowdin_charge:R:1
C -0.2870 2.0157 -2.1896 0.606 0.214 0.416 -0.156
P 0.2809 0.4266 -2.8075 -1.114 -1.118 -1.294 0.937
C -0.7911 0.0526 -4.2555 0.197 0.304 0.366 -0.207
O -0.1843 -0.6682 -1.6687 0.503 0.902 0.018 -0.561
S 0.8129 -1.9465 -1.3178 -0.180 -2.307 -0.028 0.818
O 2.1935 -1.4949 -1.6344 0.122 0.126 0.633 -0.570
O 0.7983 -2.1175 0.2057 -0.099 0.899 0.046 -0.274
C -0.5456 -2.4458 0.7623 -0.707 0.096 -0.120 -0.122
C -1.2066 -1.2939 1.5238 0.344 0.321 0.171 -0.100
C -0.3215 -0.1967 2.0780 0.297 0.140 0.316 -0.195
C -0.3681 0.0395 3.4506 -0.042 -0.174 -0.046 -0.023
C 0.3711 1.0471 4.0357 0.281 0.424 -0.263 -0.029
C 1.2006 1.8528 3.2505 0.005 -0.036 0.086 -0.039
C 1.2844 1.6309 1.8860 -0.261 -0.092 0.116 -0.065
C 0.5200 0.6320 1.3123 -0.311 -0.358 -0.010 -0.051
H -0.8815 2.5091 -2.9526 0.069 -0.026 -0.236 0.074
H -0.9079 1.8016 -1.3170 0.033 -0.075 0.134 0.081
H 0.5371 2.6593 -1.8929 0.015 0.115 0.117 0.074
H -1.5408 -0.6717 -3.9394 -0.037 -0.127 -0.006 0.074
H -0.1966 -0.3167 -5.0796 -0.051 -0.116 -0.128 0.024
H -1.2922 0.9623 -4.5745 -0.091 0.081 -0.058 0.061
H -0.4083 -3.3281 1.3727 0.423 0.012 0.117 0.142
H -1.1750 -2.7290 -0.0814 -0.049 -0.182 -0.042 0.111
H -2.0146 -0.8532 0.9426 0.042 -0.001 -0.263 0.128
H -1.6852 -1.7523 2.3850 -0.165 -0.121 -0.010 0.124
H -0.9934 -0.5714 4.0855 -0.101 -0.091 -0.011 0.122
H 0.2993 1.2279 5.0964 0.009 -0.029 0.107 0.121
H 1.7751 2.6479 3.6993 0.053 0.034 0.104 0.118
H 1.9219 2.2292 1.2539 0.113 0.141 0.058 0.109
H 0.5854 0.4945 0.2468 0.012 -0.046 -0.137 0.056
Hg 2.2191 -1.8431 -3.8762 0.083 1.093 -0.154 1.219
```
Forces are in eV/Å.

## Properties
**Largest force on an atom**: 2.3 eV Å⁻¹
**HOMO level**: -14.427 eV
**Total charge**: +2
**Calculated total energy**: -41033.5043 eV

---

No. 5
C10H15N | wB97M-V/def2-TZVPD

XYZ file:
```
26
Properties=species:S:1:pos:R:3:forces:R:3:lowdin_charge:R:1
C -1.8621 2.4465 0.4087 -2.505 0.893 -0.440 -0.128
C -1.8151 0.9674 -0.4499 -0.759 6.445 -3.201 -0.285
C -1.7827 -1.1969 0.6036 5.392 3.253 3.945 -0.292
C -2.0631 -2.2013 -0.3145 -4.960 -6.182 -2.636 -0.165
C 0.2868 -0.0528 -0.1617 4.247 0.385 1.559 -0.233
C 1.1621 -1.2055 0.1417 -3.849 3.032 -1.275 -0.145
C 2.4514 -1.3037 0.0480 5.425 1.015 -1.101 -0.043
C 3.2002 0.1757 0.2422 -3.670 -2.924 -2.679 -0.035
C 2.3419 1.2303 -0.0726 0.406 1.371 -1.263 -0.135
C 0.9367 1.1495 -0.3489 -0.235 -0.367 1.206 -0.069
H -3.0754 2.5628 1.2943 3.960 -0.383 -2.716 0.156
H -1.9396 3.4266 -0.4711 0.101 -3.134 2.940 0.120
H -0.9165 2.5925 0.9999 -1.428 0.021 -0.211 0.011
H -1.7749 1.5266 -1.6159 1.209 -2.067 2.730 0.171
H -2.7967 0.6894 -0.6375 -2.053 -0.874 0.620 0.055
H -2.4189 -0.7061 1.4718 0.579 -1.435 -2.316 0.181
H -0.8791 -1.6733 1.1308 -1.682 0.846 0.475 0.112
H -1.1720 -2.7015 -0.9196 -1.881 1.875 1.002 0.122
H -2.3623 -3.1756 0.3983 0.117 2.207 -2.053 0.131
H -3.0882 -1.8789 -0.9860 3.048 -1.384 1.330 0.142
H 0.5782 -1.9697 0.4084 -1.549 -3.845 0.041 0.027
H 2.8129 -2.5418 -0.5024 -0.279 4.099 2.731 0.204
H 4.2492 0.2514 0.2922 0.938 0.065 0.052 0.045
H 2.6451 2.3140 -0.3873 0.440 -2.038 1.497 0.129
H 0.2667 2.0191 -0.2204 1.256 -0.244 -1.065 0.064
N -1.0378 -0.1130 -0.1194 -2.268 -0.629 0.828 -0.141
```
Forces are in eV/Å.

## Properties
**Largest force on an atom**: 8.4 eV Å⁻¹
**HOMO level**: -7.493 eV
**Calculated total energy**: -12093.6551 eV

---

No. 6
C10H15N | wB97M-V/def2-TZVPD

XYZ file:
```
26
Properties=species:S:1:pos:R:3:forces:R:3:lowdin_charge:R:1
C -1.2218 1.2250 0.9993 -0.385 -1.401 -2.825 -0.037
C -2.3011 1.0815 0.2490 -1.036 -0.457 0.179 -0.069
C -0.1590 0.4273 0.3566 6.706 -0.475 -0.843 -0.125
C -1.6392 -1.1953 -0.5043 -1.111 -1.544 -0.897 -0.035
C 0.9890 1.0694 -0.2003 -1.758 -1.219 0.314 -0.212
C -0.3420 -1.1384 0.1661 -1.018 0.764 1.478 -0.469
C 1.0394 2.5820 -0.3561 -1.249 1.225 1.113 -0.095
C 2.2165 0.3997 -0.8863 1.405 1.788 0.930 -0.065
C 0.4977 -2.1757 -0.6045 1.423 1.084 -1.519 -0.093
C -0.5283 -1.9529 1.5278 1.260 6.501 2.080 -0.028
N -2.3334 -0.1077 -0.5391 -2.167 1.260 -0.809 -0.006
H -1.1342 1.9540 1.7088 0.676 1.780 1.631 0.085
H -3.2646 1.6193 0.1526 0.816 -0.129 0.708 0.129
H 1.7919 3.0040 -0.9889 0.799 -0.533 -0.655 0.045
H 1.1845 3.2589 0.5568 -0.639 -1.300 -0.688 0.100
H 0.0928 2.8696 -0.8642 0.331 0.147 0.586 0.084
H 3.0093 0.2563 -0.1005 -0.498 0.533 -0.410 0.091
H 2.7205 1.0851 -1.6747 -1.137 -1.087 1.249 0.099
H 2.1821 -0.5885 -1.2589 -0.751 -0.688 -0.597 0.006
H -0.1143 -3.0621 -0.7403 -0.154 0.098 0.149 0.072
H 1.2908 -2.3916 0.0905 0.929 -0.438 -0.253 0.069
H 0.9102 -1.9295 -1.6482 -0.762 -0.107 1.640 0.101
H 0.4499 -1.8721 2.1476 -1.545 -0.361 -1.177 0.122
H -0.7972 -2.8792 1.2965 -1.126 -3.974 -0.625 0.012
H -1.3183 -1.4047 2.1407 0.827 -0.986 -0.567 0.100
H -3.2212 -0.1343 -1.0259 0.163 -0.482 -0.193 0.118
```
Forces are in eV/Å.

## Properties
**Largest force on an atom**: 6.9 eV Å⁻¹
**HOMO level**: -7.449 eV
**Calculated total energy**: -12097.9953 eV

---

No. 7
C10H15N10OTe4W | wB97M-V/def2-TZVPD

XYZ file:
```
41
Properties=species:S:1:pos:R:3:forces:R:3:lowdin_charge:R:1
W -0.4339 -0.2716 -0.9943 0.015 0.046 -0.001 0.739
Te 3.3085 -0.5802 1.8881 0.012 0.006 -0.002 0.637
Te 2.1207 1.8179 2.0796 -0.004 -0.001 0.008 0.042
Te -0.1574 0.9414 3.2142 0.012 0.004 -0.003 0.043
Te -1.7083 0.8413 0.9471 0.007 -0.019 -0.025 0.217
N 0.8405 0.9832 -1.9302 0.054 -0.015 0.070 0.001
C 1.5934 1.8655 -2.0965 -0.111 0.076 -0.144 -0.188
N 2.4321 2.8186 -2.2962 0.053 -0.047 0.065 -0.055
C 2.1198 4.0051 -3.1150 -0.004 0.002 0.005 -0.080
C 3.2998 4.2788 -4.0327 0.000 -0.003 -0.001 -0.181
O 4.4919 4.4036 -3.2865 0.003 0.003 -0.002 -0.111
C 4.8110 3.2002 -2.6158 -0.005 -0.006 0.003 -0.175
C 3.7364 2.8543 -1.6005 0.009 0.005 0.002 -0.092
H 1.9578 4.8513 -2.4442 0.000 0.000 -0.001 0.140
H 1.2094 3.8148 -3.6801 0.002 0.000 -0.002 0.132
H 3.1509 5.2188 -4.5604 -0.001 0.000 0.001 0.137
H 3.3963 3.4707 -4.7693 0.001 0.000 0.001 0.133
H 5.7628 3.3563 -2.1122 0.000 0.001 0.001 0.138
H 4.9230 2.3821 -3.3384 0.000 0.002 -0.001 0.135
H 3.6863 3.6211 -0.8245 -0.002 0.000 0.000 0.132
H 3.9127 1.8849 -1.1365 -0.002 -0.002 0.000 0.124
N 2.0123 -1.4414 0.5709 0.023 0.033 -0.040 -0.487
C 1.0654 -0.9032 0.0316 -0.041 -0.069 0.086 -0.622
N -5.3607 1.3421 -2.9912 -0.020 0.012 -0.005 0.155
N -4.0115 1.0653 -3.0153 0.027 -0.014 0.023 -0.274
N -3.2237 1.5442 -3.9466 -0.002 0.009 -0.017 0.151
C -2.0394 1.1374 -3.5161 -0.011 -0.011 0.007 -0.183
N -2.1353 0.4585 -2.3655 0.014 0.018 -0.024 -0.170
N -3.4244 0.4142 -2.0616 -0.030 -0.006 -0.009 0.072
H -5.7322 1.2150 -3.9259 0.002 -0.004 0.000 0.112
H -5.7981 0.7147 -2.3259 0.009 -0.002 0.006 0.111
H -1.1147 1.3326 -4.0288 0.003 0.001 -0.002 0.107
N -0.2555 -3.3224 -0.9627 -0.006 -0.010 -0.014 0.026
C -0.7873 -4.4814 -1.3354 0.017 0.015 0.018 -0.040
C -1.9007 -4.1996 -2.1122 -0.022 0.000 -0.015 -0.026
C -1.9664 -2.8161 -2.1517 0.011 -0.013 0.014 -0.110
N -0.9583 -2.2744 -1.4489 -0.010 -0.008 0.003 -0.160
H 0.5518 -3.1305 -0.3798 -0.001 -0.006 0.003 0.126
H -0.3540 -5.4191 -1.0304 0.001 -0.001 -0.002 0.137
H -2.5660 -4.9060 -2.5745 -0.001 0.002 -0.001 0.110
H -2.6846 -2.1764 -2.6340 -0.001 0.002 -0.005 0.100
```
Forces are in eV/Å.

## Properties
**Largest force on an atom**: 0.2 eV Å⁻¹
**HOMO level**: -9.365 eV
**Total charge**: +1
**Calculated total energy**: -58551.8226 eV

---

No. 8
C10H15N10OTe4W | wB97M-V/def2-TZVPD

XYZ file:
```
41
Properties=species:S:1:pos:R:3:forces:R:3:lowdin_charge:R:1
W -0.4454 -0.3345 0.1482 0.388 -0.894 -0.399 0.232
Te 1.9880 0.4353 1.5327 0.106 0.189 -0.007 0.348
Te 0.5870 -1.5522 2.3914 -0.171 0.097 0.130 0.255
Te -2.2955 -2.1288 0.4661 -0.287 -0.340 0.176 0.189
Te -2.7184 -0.2778 -1.3910 -0.021 0.029 -0.218 0.222
N 0.8717 -1.2261 -1.0053 -0.254 0.463 0.030 -0.186
C 1.4617 -0.6145 -1.9702 0.158 0.495 0.302 -0.482
N 2.6059 -0.9123 -2.5920 -0.199 -0.366 -0.039 -0.051
C 3.1958 -0.1181 -3.6628 0.024 0.009 -0.052 -0.097
C 4.6649 0.1154 -3.3352 -0.023 0.001 -0.003 -0.175
O 5.3300 -1.1108 -3.1231 0.002 -0.017 -0.005 -0.111
C 4.7787 -1.8160 -2.0287 -0.014 0.011 -0.008 -0.173
C 3.3154 -2.1497 -2.2790 0.046 -0.003 0.018 -0.090
H 2.6675 0.8308 -3.7596 0.006 -0.002 0.006 0.122
H 3.1094 -0.6629 -4.6066 -0.007 -0.006 0.006 0.143
H 4.7479 0.7502 -2.4423 -0.001 0.001 -0.005 0.132
H 5.1617 0.6107 -4.1671 -0.001 0.000 0.000 0.136
H 4.8697 -1.2169 -1.1123 -0.001 -0.003 -0.002 0.128
H 5.3608 -2.7277 -1.9113 -0.006 -0.003 -0.001 0.136
H 2.8534 -2.6048 -1.4049 0.003 0.004 0.001 0.122
H 3.2259 -2.8342 -3.1263 -0.006 0.000 0.002 0.143
N 0.0554 1.5170 -2.4296 0.134 0.252 0.178 0.184
C 0.8191 0.6640 -2.2998 -0.041 -0.107 -0.334 -0.187
N -6.2745 -0.6241 2.3357 -0.045 -0.018 -0.015 0.136
N -5.0787 -0.6661 3.0292 0.039 0.117 -0.082 -0.294
N -4.7547 -1.6085 3.8890 0.001 -0.037 0.115 0.136
C -3.5441 -1.2265 4.2463 0.210 -0.011 0.023 -0.210
N -3.1641 -0.0940 3.6236 -0.223 -0.159 -0.007 -0.016
N -4.1634 0.2382 2.8401 0.107 0.079 -0.060 0.070
H -6.6151 -1.5775 2.2810 -0.004 0.009 -0.012 0.103
H -6.9361 -0.0640 2.8638 -0.002 -0.006 0.000 0.106
H -2.9368 -1.7650 4.9528 0.007 0.009 0.003 0.112
N -1.4485 1.7044 2.1817 -0.157 0.118 0.016 -0.006
C -1.6684 2.9881 2.4773 0.020 0.044 0.030 -0.055
C -1.4093 3.7376 1.3473 0.022 -0.001 0.015 -0.021
C -1.0677 2.8068 0.3728 -0.072 -0.009 -0.121 -0.139
N -1.1119 1.5711 0.8771 0.206 0.003 0.419 -0.267
H -1.7625 0.9064 2.7517 0.071 0.070 -0.107 0.071
H -2.0034 3.2755 3.4597 -0.016 -0.013 -0.005 0.135
H -1.4698 4.8053 1.2410 -0.001 0.000 -0.007 0.111
H -0.8018 2.9561 -0.6614 0.005 -0.005 0.018 0.091
```
Forces are in eV/Å.

## Properties
**Largest force on an atom**: 1.1 eV Å⁻¹
**HOMO level (spin up / spin down)**: -9.990 / -10.053 eV
**Total charge**: +1
**<S²>**: 2.021
**Calculated total energy**: -58551.5962 eV
**Spin multiplicity**: 3